The following is a DFT calculation (ωB97M-V/def2-TZVPD) of the molecule C8H10.

Element x y z (Å)
H  -0.12238  -1.96688  -1.66388
C  -1.55614  0.32585  0.31667
C  1.26166  -0.03523  0.02509
C  -0.42679  -0.95073  -1.49382
H  1.25156  0.59845  2.17724
H  -1.20880  -0.67124  -2.19845
C  0.77805  0.04095  -1.41075
H  0.44729  1.04178  -1.72311
C  -0.86365  -0.73193  -0.07817
C  0.55681  0.44909  1.33787
H  1.55359  -0.22762  -2.13544
H  -2.37720  0.74187  -0.25642
H  -0.65537  2.20380  1.10687
C  -0.79539  1.11263  1.35309
H  2.33275  -0.22741  0.19118
H  0.64422  -1.90187  1.26772
H  -1.19112  1.15349  2.39810
C  0.37094  -0.95498  0.78621

Forces on atoms 1 to 6 (eV/Å):
0.322 -0.455 -0.269
-0.443 0.594 0.126
1.173 -0.483 1.045
-0.789 0.334 0.155
-0.385 0.027 -0.421
0.187 0.052 -0.219

Results
Structure (SMILES): C1=C2CC[C@H]3[C@@H](C1)[C@@H]23
Lowest unoccupied orbital energy, Ha: 0.0424
E_HOMO, eV: -8.68
Maximum force, eV/A: 1.8
ΔE to the lowest compared entry with this formula, charge and spin, eV: 2.761
Total energy, Ha: -310.734197

These are the Mulliken partial charges, in e, on atoms 1 to 2: 0.320, -0.807